A cluster of 5 separate species, C41H89BrFNO18S2 in total, computed with ωB97M-V/def2-TZVPD.

Calculated values
- Gap between HOMO and LUMO: 9.1071 eV
- Molecular weight: 1047.19 g/mol

```
153
Properties=species:S:1:pos:R:3:forces:R:3
C -2.4504 -2.0004 -1.1320 0.056 -0.052 -0.017
O -2.5454 -2.5051 -2.4449 -0.019 -0.065 -0.014
C -3.2637 -1.6576 -3.3370 -0.019 -0.177 0.062
C -2.3538 -1.1796 -4.4690 -0.096 -0.104 -0.087
C -2.7277 0.1844 -5.0573 -0.133 -0.042 0.194
C -2.8008 1.3527 -4.0521 0.140 0.077 0.058
C -1.8612 2.5087 -4.4016 0.055 -0.007 -0.216
C -0.3568 2.1821 -4.4205 0.078 0.155 0.138
C 0.1735 1.3671 -3.2340 0.030 -0.007 0.002
C 0.4709 2.2523 -2.0143 -0.050 0.246 -0.063
C 1.8920 2.8321 -1.9842 -0.321 -0.206 -0.071
C 3.0860 1.8944 -1.6825 0.220 0.339 -0.158
O 2.7537 0.4829 -1.7539 -0.155 0.003 0.180
S 2.3240 -0.4360 -0.5532 0.127 0.163 0.039
O 0.9051 -0.5596 -0.5292 -0.085 0.022 -0.027
O 3.1429 -1.5960 -0.6555 -0.021 -0.075 -0.098
C 2.7649 0.5066 1.0479 0.145 0.018 -0.222
F 1.5720 0.5413 1.6811 -0.382 0.015 0.234
Br 3.8067 -0.7342 2.1006 0.112 -0.117 0.116
C 3.3465 1.9829 0.9192 -0.068 0.285 -0.146
C 2.1098 2.9139 1.2176 0.202 0.119 0.009
C 2.2227 4.4429 1.2678 -0.178 0.133 -0.016
C 1.0381 5.0327 2.0521 0.188 0.109 0.071
N -0.2697 4.9118 1.4322 -0.023 0.004 0.166
C 4.2697 2.3391 2.1045 0.107 0.031 0.203
O 5.4910 1.6176 2.1649 0.076 0.224 -0.075
O 6.4512 2.4433 2.8317 -0.191 0.021 0.035
C 4.0515 2.1635 -0.4867 -0.152 -0.268 -0.063
C 5.1925 1.0977 -0.6708 0.049 0.002 -0.016
C 6.6487 1.4283 -0.2919 0.182 -0.238 -0.064
C 7.6688 1.1057 -1.3910 0.194 -0.002 0.297
C 7.6062 -0.3694 -1.7878 -0.368 0.164 -0.051
S 9.0613 -0.8929 -2.6881 0.214 0.020 0.162
O 9.8280 0.2502 -3.0670 -0.055 -0.187 -0.009
O 9.6632 -1.9834 -1.9844 -0.098 0.094 -0.070
O 8.4516 -1.4402 -4.0563 -0.199 0.124 -0.125
C 4.6039 3.5843 -0.7200 0.211 0.024 0.144
C 5.4276 3.7783 -2.0097 -0.072 0.200 -0.079
C 6.6378 4.6777 -1.7968 -0.229 0.151 -0.294
O 4.6092 4.3221 -3.0520 -0.079 -0.085 0.013
H -3.4277 -1.9975 -0.6334 0.012 0.056 -0.009
H -2.0342 -0.9868 -1.1202 0.001 0.023 0.020
H -1.7745 -2.6503 -0.5788 -0.010 0.005 -0.012
H -4.0902 -2.2511 -3.7386 -0.043 0.152 -0.056
H -3.6925 -0.8177 -2.7811 0.037 0.023 -0.031
H -2.4117 -1.9184 -5.2741 0.162 0.014 0.015
H -1.3214 -1.1980 -4.1117 -0.036 0.139 0.088
H -3.6972 0.0778 -5.5524 0.060 0.068 -0.078
H -1.9985 0.4310 -5.8328 -0.089 -0.041 -0.078
H -3.8175 1.7514 -4.0126 0.013 -0.033 -0.004
H -2.5892 1.0082 -3.0354 0.021 -0.046 -0.041
H -2.0431 3.3590 -3.7374 -0.051 -0.104 0.104
H -2.1301 2.8568 -5.4057 0.021 0.106 0.066
H 0.1784 3.1407 -4.4163 0.013 -0.048 -0.172
H -0.0781 1.7071 -5.3640 -0.125 -0.146 0.058
H -0.5336 0.5925 -2.9395 -0.001 -0.046 -0.078
H 1.0730 0.8385 -3.5524 0.034 -0.008 0.106
H 0.2097 1.7573 -1.0814 0.093 -0.187 0.035
H -0.1955 3.1225 -2.0827 -0.003 -0.064 0.120
H 2.0647 3.2582 -2.9761 0.144 0.013 0.078
H 1.8979 3.6735 -1.3026 0.077 0.101 0.144
H 3.7399 1.9984 -2.5479 -0.046 -0.132 0.002
H 1.2773 2.6436 0.5761 -0.064 -0.063 -0.081
H 1.8098 2.6463 2.2318 -0.123 -0.118 -0.094
H 2.1801 4.9098 0.2825 0.163 -0.077 -0.103
H 3.1362 4.7936 1.7525 0.046 -0.092 -0.043
H 0.9911 4.5782 3.0465 -0.044 0.011 -0.027
H 1.2445 6.0941 2.2153 -0.099 -0.012 -0.003
H -0.3309 5.4078 0.5537 0.043 -0.105 -0.085
H -0.5385 3.9457 1.3035 -0.046 0.022 -0.123
H 4.5250 3.3946 2.0251 -0.068 -0.016 -0.029
H 3.7222 2.2165 3.0453 -0.004 -0.118 -0.041
H 6.8543 2.9326 2.0969 0.048 -0.122 -0.029
H 4.9166 0.1859 -0.1430 0.048 0.026 -0.086
H 5.1853 0.8072 -1.7245 -0.037 0.069 0.023
H 6.9359 0.8310 0.5741 -0.072 0.088 0.005
H 6.7840 2.4686 0.0074 -0.053 0.011 -0.078
H 7.5702 1.7488 -2.2667 -0.066 -0.099 -0.059
H 8.6641 1.3037 -0.9860 -0.015 0.040 -0.055
H 7.5111 -1.0154 -0.9141 0.197 0.001 -0.005
H 6.7453 -0.5706 -2.4272 0.027 0.020 0.000
H 7.7818 -2.1180 -3.8835 0.193 -0.159 -0.004
H 3.7910 4.3003 -0.7876 -0.114 0.026 0.114
H 5.2018 3.9115 0.1332 0.021 -0.126 0.002
H 5.7470 2.8275 -2.4333 0.055 -0.031 0.154
H 7.1727 4.7856 -2.7411 0.080 -0.058 0.077
H 7.3164 4.3043 -1.0318 0.017 -0.005 0.001
H 6.2918 5.6785 -1.5163 0.070 -0.051 0.157
H 4.2647 5.1737 -2.7566 0.067 -0.028 -0.049
C -6.1132 -7.1085 -6.0713 -0.004 -0.031 0.036
O -4.7465 -7.1651 -5.7082 0.019 0.073 -0.020
C -3.9668 -6.0999 -6.2259 0.017 -0.087 -0.004
C -3.7108 -5.0344 -5.1843 0.018 0.136 0.007
O -4.9073 -4.3845 -4.7884 -0.039 -0.079 -0.021
C -5.4092 -4.8416 -3.5434 0.008 0.050 0.032
H -6.6402 -7.8322 -5.4508 0.009 -0.018 -0.010
H -6.5333 -6.1152 -5.8975 -0.007 -0.001 0.002
H -6.2491 -7.3779 -7.1244 -0.002 0.030 -0.010
H -4.4553 -5.6594 -7.1011 -0.007 0.016 0.000
H -3.0075 -6.5168 -6.5476 -0.003 0.006 -0.007
H -3.0450 -4.2767 -5.6097 0.013 -0.011 0.009
H -3.2084 -5.4705 -4.3156 0.012 -0.004 0.003
H -4.7829 -4.4815 -2.7195 0.017 -0.026 -0.003
H -5.4607 -5.9322 -3.5056 -0.006 -0.003 -0.002
H -6.4127 -4.4339 -3.4309 0.005 0.020 -0.001
C -2.9661 -10.5361 -1.2623 0.005 -0.001 -0.013
O -3.7351 -11.6888 -1.5478 -0.002 0.019 -0.039
C -5.1141 -11.5405 -1.2601 0.048 -0.072 0.046
C -5.9274 -11.2521 -2.5027 -0.071 0.060 -0.031
O -5.5998 -9.9987 -3.0717 0.046 0.027 0.018
C -4.7358 -10.0830 -4.1937 -0.009 -0.041 0.024
H -1.9812 -10.6881 -1.7003 0.007 -0.018 0.016
H -3.4130 -9.6366 -1.6925 0.006 0.004 0.002
H -2.8534 -10.3986 -0.1812 -0.021 0.020 0.002
H -5.2684 -10.7434 -0.5252 -0.003 0.009 0.003
H -5.4619 -12.4797 -0.8188 -0.012 0.008 0.001
H -6.9873 -11.2265 -2.2299 0.002 -0.019 -0.001
H -5.7847 -12.0549 -3.2339 0.007 -0.009 0.000
H -5.2744 -10.4712 -5.0663 0.023 -0.031 -0.001
H -3.8771 -10.7283 -3.9911 -0.010 -0.011 0.006
H -4.3914 -9.0777 -4.4184 -0.031 0.023 -0.019
C -2.3576 4.7720 4.2037 -0.012 -0.043 -0.026
O -1.3228 5.4190 4.9243 -0.022 -0.031 0.057
C -1.4786 6.8242 5.0026 0.092 -0.033 -0.056
C -2.0459 7.2607 6.3358 -0.065 0.054 0.025
O -3.3706 6.7989 6.5256 -0.009 -0.035 -0.038
C -3.4542 5.6465 7.3447 0.011 -0.024 0.018
H -2.2457 3.7012 4.3739 0.025 -0.001 -0.007
H -3.3489 5.0795 4.5466 0.022 0.023 0.036
H -2.2569 4.9734 3.1340 -0.034 0.013 -0.004
H -2.1189 7.1838 4.1905 -0.008 0.001 -0.005
H -0.4882 7.2740 4.8764 -0.009 0.015 0.000
H -2.0688 8.3545 6.3693 0.017 -0.003 -0.003
H -1.3976 6.9095 7.1456 0.006 -0.005 0.005
H -3.2671 5.9007 8.3938 0.029 -0.026 0.003
H -2.7433 4.8768 7.0386 0.001 -0.005 0.022
H -4.4660 5.2540 7.2542 -0.016 0.032 0.004
C -2.5622 1.7527 7.7067 0.013 0.029 -0.017
O -2.2435 2.6780 8.7287 0.026 -0.028 0.006
C -2.8127 2.3588 9.9871 -0.027 0.108 -0.041
C -1.8074 1.7162 10.9162 0.011 -0.082 0.067
O -1.3811 0.4509 10.4438 -0.021 0.010 -0.056
C -0.1195 0.4758 9.8038 -0.001 -0.008 0.002
H -1.9157 1.9742 6.8587 -0.009 0.022 -0.006
H -2.3911 0.7225 8.0277 0.000 -0.003 -0.006
H -3.6063 1.8613 7.3916 -0.010 -0.024 0.015
H -3.6771 1.6990 9.8604 -0.001 -0.015 0.003
H -3.1631 3.2925 10.4381 -0.009 -0.009 0.007
H -2.2770 1.5637 11.8927 0.003 0.015 0.002
H -0.9500 2.3835 11.0528 0.003 0.010 -0.004
H 0.6865 0.6140 10.5328 0.003 0.027 -0.007
H -0.0628 1.2695 9.0548 0.006 -0.001 -0.004
H 0.0131 -0.4871 9.3137 0.003 -0.013 0.021
```
Positions in Å, forces in eV/Å.

A cluster of 11 separate species, C24H62N2O9S9 in total, computed with ωB97M-V/def2-TZVPD.

Calculated values
- Gap between HOMO and LUMO: 7.6015 eV
- Relative energy (zero: lowest compared OMol25 entry of this formula, charge and spin): 0.0 kcal/mol
- Molecular weight: 811.37 g/mol

```
106
Properties=species:S:1:pos:R:3:forces:R:3
C -25.8961 16.6002 10.0270 0.129 -1.163 -0.699
S -24.7486 15.3677 10.8061 0.903 0.012 -0.463
O -24.8198 14.0256 10.1014 -0.036 1.893 0.422
C -23.0916 16.1444 10.2469 -0.801 -0.766 -0.674
H -26.8606 16.0963 9.9656 -0.105 -0.022 0.550
H -25.6611 16.7198 8.9694 0.456 0.332 0.027
H -25.9678 17.5284 10.5940 0.234 -0.150 0.020
H -22.7764 17.1212 10.6137 -0.424 -0.172 0.557
H -23.1298 16.2328 9.1612 -0.276 -0.128 -0.121
H -22.3548 15.3678 10.4521 -0.053 0.120 0.308
C -20.8291 22.8886 9.6929 1.284 -0.412 -0.449
S -19.3178 21.7646 9.9554 -2.912 0.403 0.370
O -19.6159 21.2931 11.3559 0.745 -0.474 -0.770
C -20.0817 20.5889 8.7145 0.436 0.599 0.784
H -20.7292 23.2167 8.6582 -0.254 0.530 0.104
H -20.8518 23.6772 10.4450 0.283 0.005 -0.257
H -21.7342 22.2870 9.7765 0.221 -0.106 0.192
H -19.5828 19.6202 8.7445 -0.108 0.092 0.047
H -20.0532 21.0244 7.7157 0.322 0.008 0.156
H -21.1309 20.5766 9.0096 0.146 -0.596 -0.017
C -22.4652 18.5315 4.5856 -0.159 -0.221 -1.091
S -22.8104 19.8396 5.7775 2.402 -1.175 1.190
O -21.4104 20.2651 6.2176 -1.731 -0.030 -0.650
C -23.3408 18.6480 7.1093 -0.703 0.253 -1.114
H -22.1012 18.8694 3.6153 0.036 0.751 0.147
H -23.3656 17.9777 4.3197 -0.095 -0.182 0.436
H -21.6610 17.8781 4.9240 -0.268 0.039 0.539
H -23.0865 19.0465 8.0915 0.059 0.000 -0.237
H -22.9640 17.6477 6.8956 0.523 0.223 0.240
H -24.4164 18.5265 6.9816 -0.189 0.202 0.371
C -20.5052 18.0543 -1.0285 0.116 0.650 0.024
S -19.9444 18.9100 0.5172 -0.716 0.216 -0.203
O -18.9354 19.9168 0.1221 0.393 0.186 -0.285
C -21.4329 19.9558 0.8178 -0.488 -0.199 -0.338
H -21.0464 17.1448 -0.7676 -0.028 0.109 -0.031
H -19.6280 17.8392 -1.6386 0.304 -0.278 0.517
H -21.0639 18.7250 -1.6813 -0.430 0.070 0.319
H -21.2848 20.5686 1.7069 0.410 -0.126 -0.013
H -22.3827 19.4350 0.9395 0.170 -0.557 0.117
H -21.5883 20.6076 -0.0419 0.414 0.080 -0.097
C -19.1897 16.1520 4.4818 0.784 -0.215 -0.247
S -20.5092 15.5510 3.3529 -0.392 1.778 -0.731
O -20.8469 16.7446 2.4207 0.606 -2.079 1.309
C -19.5683 14.2949 2.4114 0.806 -0.145 -0.452
H -18.5023 16.8059 3.9450 0.161 -0.482 -0.559
H -18.6933 15.2704 4.8871 0.199 -0.039 -0.212
H -19.4001 16.7748 5.3512 -1.311 -0.258 -0.099
H -18.6528 14.6296 1.9235 0.020 0.722 0.256
H -20.1410 13.8739 1.5850 -0.664 0.324 0.284
H -19.2528 13.4404 3.0100 -0.359 0.179 0.529
C -25.1728 22.8581 5.1558 -0.963 0.215 -0.069
S -24.3788 24.4440 5.7054 0.992 -1.585 0.703
O -23.2050 23.9992 6.6151 -1.735 0.621 -1.723
C -23.7398 24.8338 4.0471 0.621 -0.264 -0.116
H -25.9100 22.4950 5.8719 0.688 -0.028 0.818
H -24.4500 22.0911 4.8777 0.226 0.232 0.336
H -25.8733 22.9609 4.3271 0.421 0.753 -0.576
H -24.4644 25.3404 3.4096 -0.265 -0.053 0.343
H -23.4256 23.9059 3.5692 -0.095 0.114 0.014
H -22.8498 25.4578 4.1285 -0.098 0.069 0.276
C -27.1250 18.0283 5.3574 -0.427 -0.549 -0.100
S -25.8212 16.7705 5.1994 -0.058 -0.663 0.581
O -25.6687 16.1378 6.5627 -0.060 0.607 -0.895
C -26.7957 15.5830 4.2106 0.062 0.578 0.144
H -27.7854 17.9605 4.4930 0.289 0.405 -0.275
H -26.7165 19.0258 5.5197 -0.014 -0.156 -0.079
H -27.7574 17.7132 6.1874 0.253 0.032 0.296
H -27.7901 15.6279 4.6546 0.012 -0.593 -0.062
H -26.3033 14.6111 4.2429 -0.148 0.055 0.349
H -26.8478 15.8811 3.1634 0.036 0.277 0.029
C -23.3934 19.8089 11.9142 -0.324 0.055 0.442
S -22.4790 20.9855 12.9953 -1.167 0.732 -0.345
O -23.3862 22.2194 13.0026 1.121 -1.503 0.135
C -22.7674 20.1656 14.6135 -0.151 0.302 -0.080
H -24.4441 20.0348 12.0962 -0.066 -0.079 0.199
H -23.1831 18.7689 12.1637 0.129 0.073 0.046
H -23.2348 19.9818 10.8498 0.474 0.228 0.152
H -22.4437 19.1343 14.7538 0.169 -0.009 -0.592
H -23.8302 20.2365 14.8446 0.019 0.159 0.005
H -22.1750 20.7749 15.2961 -0.225 0.084 0.084
C -24.5703 14.7911 -0.7912 -0.900 0.779 -0.020
S -25.1259 14.7108 0.9620 1.761 -1.150 -0.063
O -24.7189 13.3189 1.4441 -0.527 1.900 -0.327
C -23.8014 15.8946 1.6121 -0.576 -1.072 -0.755
H -23.5032 14.6531 -0.9660 -0.112 -0.278 0.359
H -24.8664 15.7701 -1.1678 0.208 0.382 0.181
H -25.1980 14.1426 -1.4024 0.251 -0.527 0.364
H -23.8550 15.8969 2.7008 0.044 -0.060 -0.129
H -23.8809 16.8995 1.1974 -0.261 -0.061 0.012
H -22.8884 15.4317 1.2377 0.112 0.138 0.387
C -18.6860 19.8429 4.7107 0.620 -0.298 -1.127
C -17.4756 20.4513 5.2347 2.653 1.807 1.716
N -16.4920 20.9311 5.6700 -2.811 -1.458 -1.286
H -18.4323 19.6206 3.6742 -0.018 -0.234 -0.281
H -19.5455 20.5065 4.6154 0.048 -0.058 0.765
H -18.8415 18.8790 5.1952 -0.442 0.380 0.201
N -21.0287 23.1037 4.9033 2.235 0.033 -0.942
C -19.7256 23.4114 5.2929 -0.231 0.338 -2.333
C -18.9198 23.3616 4.1119 -0.886 -0.438 2.421
C -19.7218 22.8204 3.0774 0.361 1.349 -0.232
C -20.9981 22.7895 3.5520 -1.373 -0.560 1.311
H -21.8253 23.0992 5.5242 -0.130 0.086 0.119
H -19.5266 23.7715 6.2914 0.105 -0.101 -0.123
H -17.8950 23.6992 4.0647 0.000 -0.362 -0.011
H -19.4034 22.7026 2.0521 -0.130 -0.172 0.027
H -21.9495 22.5758 3.0876 0.226 -0.274 -0.281
```
Positions in Å, forces in eV/Å.

A structure of composition C10H17CrO4P, computed with ωB97M-V/def2-TZVPD.

Calculated values
- Net charge: +2
- Gap between HOMO and LUMO (spin up / spin down): 8.6862 / 6.6344 eV
- ⟨S²⟩: 6.045
- 2S+1: 5
- Molecular weight: 284.21 g/mol

```
33
Properties=species:S:1:pos:R:3:forces:R:3
Cr 0.0611 -0.1400 0.2714 -0.093 0.697 -1.639
O -0.0136 2.9133 0.0727 0.186 -5.981 0.028
C 0.0232 1.7418 0.1010 -0.105 8.914 -0.474
C 0.0472 -1.9682 -0.1377 -0.114 -9.004 -0.315
O 0.0195 -3.1389 -0.1153 0.159 5.738 -0.396
C 1.9143 -0.0470 0.0490 8.905 0.373 -0.343
O 3.0795 0.0185 0.0321 -5.491 -0.279 -0.044
C -1.7907 -0.0192 -0.0464 -8.371 0.216 -0.767
O -2.9530 0.0294 -0.1089 5.290 -0.113 0.065
H 0.0018 0.3734 -4.3594 0.000 -0.059 0.014
H 0.0037 -0.3710 -4.3738 0.000 0.057 0.014
C 2.6150 -1.1002 3.5039 0.141 0.066 0.122
C 1.1403 -1.5236 3.4982 0.439 -0.027 -0.302
P 0.0289 -0.5709 2.4110 -0.002 -1.125 3.439
C -1.5318 -1.5046 2.6751 -0.141 0.277 0.010
C -1.9235 -1.7847 4.1259 -0.233 -0.203 0.554
C 0.1485 1.1274 3.0522 -0.115 0.237 0.183
C 0.0310 1.2669 4.5699 -0.031 0.281 0.489
H 3.1132 -1.2429 2.5295 -0.219 -0.053 0.424
H 3.1356 -1.7180 4.2536 -0.065 0.297 -0.371
H 2.7400 -0.0439 3.8014 -0.041 -0.441 -0.091
H 1.0184 -2.5839 3.2253 0.058 0.262 0.180
H 0.6886 -1.3647 4.4925 0.203 -0.217 -0.360
H -2.3331 -1.0075 2.1232 -0.083 -0.147 0.269
H -1.3199 -2.4549 2.1636 -0.166 0.105 0.058
H -2.0825 -0.8766 4.7326 0.036 -0.400 -0.406
H -2.8643 -2.3582 4.1250 0.309 0.262 0.002
H -1.1787 -2.4145 4.6362 -0.292 0.249 -0.209
H 1.1594 1.4419 2.7426 -0.231 0.065 -0.008
H -0.5732 1.7689 2.5314 0.067 -0.045 0.246
H 0.8309 0.7218 5.0924 -0.309 0.179 -0.176
H 0.1616 2.3332 4.8109 -0.117 -0.375 0.023
H -0.9445 0.9385 4.9629 0.428 0.192 -0.218
```
Positions in Å, forces in eV/Å.

A cluster of 2 separate species, C2H4N4S in total, computed with ωB97M-V/def2-TZVPD.

Calculated values
- Gap between HOMO and LUMO (spin up / spin down): 7.4895 / 7.4907 eV
- Relative energy (zero: lowest compared OMol25 entry of this formula, charge and spin): 73.5 kcal/mol
- Molecular weight: 116.15 g/mol

```
11
Properties=species:S:1:pos:R:3:forces:R:3
C 1.7492 -0.5018 -0.6715 0.527 0.627 -2.611
C -1.7487 0.9191 0.8516 1.130 0.670 -0.079
N 1.9956 -1.3466 -1.4890 -0.929 2.449 3.676
N -0.9418 1.7412 0.9891 -0.808 -0.459 -0.052
N 1.8259 0.8142 -0.3610 0.838 -0.399 1.052
N -2.4899 -0.1611 0.5878 2.351 -2.095 1.237
S 2.1443 -2.8366 -1.8982 0.259 -2.456 -1.579
H 2.0538 0.9481 0.6071 0.583 -0.171 0.503
H 1.1018 1.4848 -0.4741 -1.344 -0.028 -0.989
H -2.2444 -0.9669 1.2157 0.098 1.029 -0.993
H -3.4458 -0.0944 0.6426 -2.706 0.832 -0.165
```
Positions in Å, forces in eV/Å.